[1]
{
  "formula": "C6H10NO4P",
  "method": "ωB97M-V/def2-TZVPD",
  "species": ["C", "C", "C", "C", "C", "C", "N", "O", "O", "O", "O", "P", "H", "H", "H", "H", "H", "H", "H", "H", "H", "H"],
  "coordinates": [[3.550361, 1.359584, -0.155975], [2.447092, -1.431310, -0.739202], [-0.653351, -0.431930, -0.003932], [-2.506499, 1.253692, 0.060461], [-2.797082, -1.251458, 0.047439], [0.436264, 0.620416, 0.303012], [-1.944452, -0.086229, 0.159833], [3.156762, 2.289897, -0.747256], [3.416147, -2.121446, -0.506011], [-0.303093, -1.554994, -0.288295], [2.353831, -0.692708, 1.932369], [1.997097, -0.320157, 0.604865], [4.683913, 1.129171, 0.154652], [2.012044, -1.505570, -1.669344], [-1.681440, 2.053612, 0.336345], [-2.956584, 1.551053, -0.972705], [-3.212946, 1.276172, 0.951912], [-3.408185, -1.064501, -0.848392], [-2.154497, -2.064520, -0.362061], [-3.399127, -1.603424, 0.914624], [0.283470, 1.191430, 1.274391], [0.680272, 1.403227, -0.446721]],
  "forces_ev_per_angstrom": [[-0.1, -3.1, 1.7], [2.0, -1.2, 2.0], [0.8, 2.2, 0.3], [0.7, 1.6, 1.4], [-0.9, -0.8, -2.0], [0.6, 0.3, 0.9], [0.1, -0.6, 0.0], [0.0, 1.0, -0.5], [-0.2, 0.1, 0.0], [1.0, -0.9, -0.1], [0.4, -1.2, 3.2], [0.9, 4.2, -3.7], [-1.8, 0.5, -0.5], [-1.6, 0.4, -2.4], [-1.6, -1.7, -0.7], [0.6, -0.8, 1.9], [0.2, 0.5, -1.6], [-0.7, -0.1, 0.6], [-0.7, 0.4, 1.0], [0.6, 0.7, -0.4], [-0.1, -0.8, -1.1], [-0.4, -0.6, 0.1]],
  "nbo_charge": [0.24, 0.07, 0.69, -0.42, -0.45, -0.90, -0.44, -0.52, -0.48, -0.64, -1.04, 1.70, 0.14, 0.16, 0.22, 0.21, 0.22, 0.19, 0.27, 0.21, 0.28, 0.29],
  "homo_ev": -8.32,
  "mol_weight_g_mol": 191.123,
  "max_force_ev_per_a": 5.61,
  "homo_lumo_gap_ev": 8.3,
  "e_lumo_ev": 0.0
}

***

[2]
{
  "formula": "C49H100FN13O11Si",
  "method": "ωB97M-V/def2-TZVPD",
  "species": ["C", "C", "F", "C", "N", "C", "C", "C", "C", "C", "C", "N", "Si", "C", "C", "C", "C", "C", "C", "C", "H", "H", "H", "H", "H", "H", "H", "H", "H", "H", "H", "H", "H", "H", "H", "H", "H", "H", "H", "H", "H", "H", "H", "C", "O", "N", "C", "C", "H", "H", "H", "H", "H", "H", "H", "C", "O", "N", "C", "C", "H", "H", "H", "H", "H", "H", "H", "C", "O", "N", "C", "C", "H", "H", "H", "H", "H", "H", "H", "C", "O", "N", "C", "C", "H", "H", "H", "H", "H", "H", "H", "C", "O", "N", "C", "C", "H", "H", "H", "H", "H", "H", "H", "C", "O", "N", "C", "C", "H", "H", "H", "H", "H", "H", "H", "C", "O", "N", "C", "C", "H", "H", "H", "H", "H", "H", "H", "C", "O", "N", "C", "C", "H", "H", "H", "H", "H", "H", "H", "C", "O", "N", "C", "C", "H", "H", "H", "H", "H", "H", "H", "C", "O", "N", "C", "C", "H", "H", "H", "H", "H", "H", "H", "C", "O", "N", "C", "C", "H", "H", "H", "H", "H", "H", "H"],
  "coordinates": [[-5.370708, 7.422488, -3.182305], [-6.241011, 7.942364, -2.039152], [-6.577129, 9.254959, -2.281717], [-5.558921, 7.960493, -0.670240], [-4.898271, 6.690914, -0.313822], [-3.762444, 6.740293, 0.401732], [-3.091729, 5.587563, 0.764534], [-3.603279, 4.352247, 0.396808], [-2.837100, 3.151211, 0.804697], [-2.407076, 2.218582, -0.132881], [-1.659905, 1.134229, 0.294396], [-1.347796, 0.960671, 1.587754], [-0.284665, -0.514518, 2.047838], [-1.250952, -2.104418, 2.106349], [1.075609, -0.524602, 0.766815], [0.479294, -0.079577, 3.687134], [-1.777266, 1.841581, 2.503256], [-2.527937, 2.947655, 2.141200], [-4.783165, 4.310750, -0.334939], [-5.399971, 5.500708, -0.672184], [-5.952132, 6.728743, -3.781174], [-5.113146, 8.262959, -3.818812], [-4.462013, 6.941020, -2.833830], [-7.190808, 7.412200, -1.981375], [-6.287296, 8.207556, 0.098354], [-4.832471, 8.766429, -0.667200], [-3.366987, 7.697374, 0.699013], [-2.173678, 5.684376, 1.322314], [-2.642075, 2.327776, -1.178910], [-1.316931, 0.425248, -0.442448], [-1.348724, -2.496203, 3.114051], [-2.211780, -2.086344, 1.595082], [-0.642230, -2.828849, 1.563962], [1.368755, 0.513024, 0.595196], [1.937753, -1.091252, 1.105835], [0.680430, -0.900004, -0.178265], [1.327506, -0.729129, 3.890926], [0.845832, 0.949084, 3.639966], [-0.231555, -0.106449, 4.513232], [-1.521334, 1.676074, 3.536250], [-2.834003, 3.618081, 2.932049], [-5.212107, 3.367114, -0.628874], [-6.303218, 5.492306, -1.259891], [4.109186, -2.789365, 3.083096], [3.427665, -1.872866, 2.619401], [3.928369, -3.342804, 4.281674], [4.779886, -4.428519, 4.750452], [2.862940, -2.863177, 5.137251], [4.941277, -3.233472, 2.519899], [4.178383, -5.313440, 4.946032], [5.286508, -4.137015, 5.667602], [5.523857, -4.656826, 3.992784], [1.898251, -2.987660, 4.637959], [3.005254, -1.802052, 5.354501], [2.861934, -3.425604, 6.066406], [-7.042854, 8.243216, -6.311891], [-6.055077, 8.129468, -7.017894], [-8.256291, 7.744215, -6.578708], [-9.375612, 7.929435, -5.679711], [-8.463787, 6.996470, -7.820003], [-7.004035, 8.798922, -5.353637], [-9.754037, 6.958997, -5.349875], [-10.180739, 8.461793, -6.187640], [-9.066478, 8.507858, -4.808258], [-7.807178, 6.134792, -7.848199], [-8.221630, 7.638800, -8.667242], [-9.502876, 6.673119, -7.887239], [-11.928404, 4.913920, -6.895325], [-11.155386, 5.494971, -7.634371], [-11.863763, 3.599449, -6.621190], [-12.809760, 2.944072, -5.739552], [-10.805135, 2.818152, -7.243345], [-12.762587, 5.427527, -6.388197], [-12.285716, 2.495980, -4.892332], [-13.343913, 2.159778, -6.278282], [-13.532353, 3.665368, -5.364238], [-9.829836, 3.213500, -6.956713], [-10.884781, 2.878380, -8.328358], [-10.887145, 1.780604, -6.928944], [-6.886817, 4.217040, -10.432072], [-7.613028, 4.751489, -9.612754], [-5.987020, 4.871863, -11.182901], [-5.143675, 4.195618, -12.149222], [-5.863514, 6.313081, -11.013581], [-6.912208, 3.131207, -10.627128], [-4.091900, 4.341318, -11.895596], [-5.324209, 4.594660, -13.148691], [-5.360324, 3.129504, -12.152862], [-5.593179, 6.548597, -9.983330], [-6.816244, 6.795441, -11.232580], [-5.100405, 6.693966, -11.686978], [5.867114, -7.619842, 6.917613], [5.773266, -6.466137, 6.532568], [4.828431, -8.450546, 7.100259], [5.003184, -9.814368, 7.565145], [3.486567, -7.963108, 6.822575], [6.839681, -8.082052, 7.152832], [4.615007, -10.514954, 6.823875], [4.468359, -9.960914, 8.504899], [6.058554, -10.021713, 7.725946], [3.406876, -7.652904, 5.780049], [3.265992, -7.100818, 7.453246], [2.765127, -8.751032, 7.020056], [-0.835397, 5.675767, 4.727477], [-1.941313, 5.876662, 4.236056], [0.217563, 6.488639, 4.603334], [1.500448, 6.194990, 5.225168], [0.074887, 7.710900, 3.827529], [-0.624186, 4.785943, 5.342413], [1.766328, 6.990141, 5.921425], [2.275323, 6.118033, 4.461583], [1.446080, 5.255347, 5.769815], [-0.708044, 8.335526, 4.256749], [-0.203371, 7.470049, 2.799843], [1.014407, 8.255129, 3.828278], [-6.733527, -0.127219, 5.102323], [-7.403672, 0.532674, 5.859846], [-5.817741, 0.398866, 4.247862], [-5.033903, -0.420518, 3.353514], [-5.635519, 1.838946, 4.249820], [-6.810679, -1.225977, 5.039101], [-3.965190, -0.297901, 3.565745], [-5.223403, -0.136819, 2.312972], [-5.294428, -1.468806, 3.481125], [-5.325038, 2.172097, 5.241109], [-6.575810, 2.333554, 4.002069], [-4.876137, 2.109672, 3.517419], [7.183887, -5.210738, 1.175913], [7.063636, -4.210023, 1.865875], [7.453721, -6.443658, 1.629893], [7.592128, -7.576432, 0.732238], [7.622120, -6.657054, 3.060900], [7.088302, -5.171047, 0.077659], [6.850894, -8.339280, 0.976888], [8.589682, -8.007891, 0.826265], [7.443282, -7.258384, -0.297264], [6.715729, -6.379181, 3.595302], [8.440646, -6.042598, 3.435946], [7.840945, -7.704996, 3.246372], [0.008025, -5.989354, 3.031629], [0.900693, -6.501723, 3.674200], [-1.178474, -6.565044, 2.755345], [-2.201252, -5.883926, 1.986077], [-1.434048, -7.910624, 3.249346], [0.100426, -4.970716, 2.609514], [-3.106133, -5.778783, 2.588983], [-2.435564, -6.452779, 1.084474], [-1.848151, -4.896091, 1.698663], [-1.363545, -7.927520, 4.336794], [-0.691899, -8.600948, 2.849324], [-2.427401, -8.228429, 2.944381], [12.259337, -3.016378, -1.067460], [13.229669, -3.186602, -1.778617], [11.042556, -3.531117, -1.318654], [9.910068, -3.313298, -0.444591], [10.875606, -4.343942, -2.512054], [12.302287, -2.428396, -0.134401], [9.542824, -4.271866, -0.072616], [9.107862, -2.816052, -0.995327], [10.194093, -2.692423, 0.401878], [11.548533, -5.201681, -2.471057], [11.119756, -3.758938, -3.399528], [9.846151, -4.689140, -2.575687], [14.511678, -7.074824, -0.267524], [13.426972, -6.803703, -0.753595], [15.643605, -6.379661, -0.467562], [16.897844, -6.759443, 0.150277], [15.602963, -5.207042, -1.333454], [14.651987, -7.941619, 0.401622], [17.263813, -5.949178, 0.784006], [17.644758, -6.971723, -0.617094], [16.760350, -7.648916, 0.761823], [14.892374, -4.484151, -0.943809], [15.275247, -5.496993, -2.331531], [16.591212, -4.757494, -1.390352]],
  "forces_ev_per_angstrom": [[-0.5, 0.1, 0.2], [0.2, -0.2, -0.3], [0.0, 0.3, 0.2], [-0.5, 0.4, -0.1], [0.5, 0.0, 0.3], [0.4, -0.5, 0.2], [-0.3, 0.5, -0.1], [0.3, 0.1, 0.1], [-0.3, -0.2, -0.1], [0.1, -0.2, 0.3], [-0.5, 0.6, -0.4], [-0.2, -0.2, -0.1], [1.9, -1.0, 0.7], [0.0, 0.2, -0.5], [-1.3, 0.6, -0.2], [-0.8, 0.7, -0.1], [-0.3, 0.4, -0.3], [0.3, -0.3, 0.4], [0.2, 0.3, 0.1], [-0.2, -0.5, -0.2], [0.2, -0.1, -0.2], [0.2, 0.1, -0.1], [0.2, -0.1, -0.1], [-0.1, -0.2, 0.0], [-0.1, -0.1, 0.1], [0.3, -0.1, -0.1], [-0.2, 0.3, -0.1], [0.0, 0.0, 0.2], [0.0, 0.0, -0.1], [0.2, -0.3, 0.2], [-0.2, 0.1, 0.2], [-0.2, 0.0, 0.1], [0.1, 0.0, -0.1], [0.3, 0.0, 0.0], [0.1, -0.2, 0.1], [0.3, -0.2, -0.1], [0.1, -0.2, -0.1], [0.3, 0.0, 0.0], [0.0, -0.2, 0.2], [0.1, -0.2, 0.1], [-0.1, 0.3, 0.0], [-0.2, 0.0, -0.1], [-0.1, 0.2, 0.0], [0.2, 0.0, -0.3], [-0.4, 0.1, 0.1], [0.0, 0.0, 0.0], [-0.2, 0.1, 0.1], [0.0, 0.1, -0.2], [0.0, 0.1, 0.0], [0.0, 0.0, 0.1], [0.0, -0.1, 0.0], [0.0, 0.1, 0.0], [0.0, 0.0, 0.1], [0.0, 0.0, 0.1], [0.0, 0.0, 0.0], [0.0, 0.1, 0.0], [0.1, -0.1, 0.1], [0.0, 0.0, 0.1], [0.1, -0.1, -0.1], [0.0, 0.3, 0.1], [-0.1, 0.0, 0.0], [-0.1, 0.0, 0.0], [-0.1, 0.0, 0.1], [0.0, 0.0, 0.0], [0.0, -0.1, -0.1], [0.0, -0.1, 0.0], [0.3, 0.1, 0.1], [-0.1, 0.0, -0.1], [-0.2, -0.1, 0.1], [0.0, -0.1, 0.1], [0.2, -0.1, -0.2], [0.0, 0.1, 0.0], [0.0, 0.0, 0.0], [-0.1, 0.0, 0.0], [-0.1, 0.0, 0.1], [0.0, 0.0, 0.0], [0.0, 0.0, -0.1], [0.1, 0.0, 0.0], [0.0, 0.0, 0.0], [0.0, 0.0, 0.0], [0.0, -0.2, 0.0], [0.1, 0.0, -0.1], [0.0, 0.2, 0.1], [-0.1, -0.1, 0.1], [0.0, 0.0, 0.0], [0.0, 0.0, -0.1], [0.1, -0.1, 0.0], [0.0, 0.0, 0.0], [0.0, 0.1, 0.0], [0.0, 0.1, 0.0], [0.0, 0.0, 0.0], [0.1, 0.0, 0.0], [0.0, -0.1, 0.0], [0.0, -0.1, 0.0], [-0.2, 0.1, -0.1], [0.2, 0.1, 0.0], [0.0, 0.0, 0.0], [0.0, -0.1, 0.0], [0.0, -0.1, 0.0], [0.0, 0.0, 0.0], [-0.1, 0.0, 0.0], [-0.1, 0.0, 0.0], [0.0, 0.0, 0.0], [0.0, 0.0, 0.2], [0.0, -0.2, -0.4], [0.1, -0.1, 0.0], [-0.1, 0.1, -0.1], [-0.2, -0.1, 0.1], [0.0, 0.0, 0.0], [0.0, 0.0, 0.0], [0.0, 0.0, 0.0], [0.0, 0.0, 0.0], [0.0, 0.0, 0.0], [0.0, 0.1, 0.0], [0.0, 0.0, 0.0], [-0.1, -0.1, 0.1], [0.0, 0.1, 0.0], [0.2, -0.1, -0.2], [0.0, 0.3, 0.1], [-0.2, -0.2, 0.2], [0.0, 0.0, 0.0], [0.0, -0.1, -0.1], [0.1, -0.1, 0.0], [0.0, 0.0, 0.0], [0.0, 0.1, 0.0], [0.0, 0.1, 0.0], [0.0, 0.0, 0.0], [0.1, 0.1, -0.1], [-0.1, -0.1, 0.1], [0.0, -0.1, 0.0], [0.0, 0.0, 0.2], [0.0, 0.2, -0.1], [0.0, 0.0, 0.0], [0.0, 0.0, -0.1], [0.0, 0.0, -0.1], [0.0, 0.0, 0.0], [0.0, -0.1, 0.1], [0.0, 0.0, 0.1], [0.0, 0.0, 0.0], [0.0, 0.0, 0.0], [0.0, 0.0, 0.0], [-0.1, 0.1, -0.1], [0.1, -0.3, 0.2], [0.2, 0.1, 0.0], [0.0, 0.0, 0.0], [-0.1, 0.1, -0.1], [-0.1, 0.1, 0.0], [0.0, 0.0, 0.0], [0.0, -0.1, 0.0], [0.0, 0.0, 0.0], [0.0, 0.0, 0.0], [0.1, -0.1, 0.1], [0.0, 0.2, -0.1], [-0.1, 0.1, 0.1], [0.1, -0.2, -0.3], [0.2, 0.0, 0.0], [0.0, 0.0, 0.0], [-0.1, 0.1, 0.1], [-0.1, 0.0, 0.1], [0.0, 0.0, 0.0], [0.0, 0.0, 0.0], [0.0, 0.0, 0.0], [0.0, 0.0, 0.0], [-0.1, 0.0, 0.0], [0.0, 0.0, 0.0], [0.1, -0.1, 0.0], [-0.1, 0.1, -0.1], [-0.1, -0.2, 0.1], [0.0, 0.0, 0.0], [0.1, 0.0, 0.0], [0.1, 0.0, 0.1], [0.0, 0.0, 0.0], [0.0, 0.1, -0.1], [0.0, 0.1, 0.0], [0.0, -0.1, 0.0]],
  "lowdin_charge": [0.00, -0.37, 0.01, -0.04, -0.02, 0.05, 0.07, -0.12, -0.13, 0.06, -0.03, -0.03, 0.58, -0.15, -0.14, -0.15, -0.03, 0.04, 0.07, 0.02, 0.09, 0.10, 0.08, 0.14, 0.15, 0.15, 0.16, 0.13, 0.14, 0.14, 0.05, 0.04, 0.03, 0.05, 0.02, 0.04, 0.02, 0.05, 0.04, 0.13, 0.13, 0.14, 0.15, -0.31, -0.04, -0.17, -0.04, -0.04, 0.12, 0.08, 0.09, 0.06, 0.08, 0.09, 0.09, -0.39, 0.00, -0.18, -0.06, -0.03, 0.12, 0.08, 0.10, 0.07, 0.07, 0.10, 0.06, -0.34, 0.00, -0.20, -0.06, -0.03, 0.14, 0.09, 0.09, 0.08, 0.09, 0.10, 0.08, -0.34, 0.00, -0.19, -0.06, -0.03, 0.13, 0.09, 0.09, 0.08, 0.09, 0.09, 0.09, -0.34, -0.01, -0.19, -0.05, -0.03, 0.14, 0.09, 0.09, 0.08, 0.09, 0.09, 0.09, -0.36, -0.03, -0.19, -0.04, -0.03, 0.13, 0.10, 0.09, 0.09, 0.10, 0.08, 0.09, -0.34, 0.05, -0.20, -0.07, -0.04, 0.14, 0.07, 0.08, 0.09, 0.10, 0.10, 0.05, -0.36, -0.01, -0.19, -0.05, -0.02, 0.13, 0.09, 0.09, 0.08, 0.07, 0.10, 0.09, -0.36, 0.02, -0.19, -0.05, -0.03, 0.12, 0.09, 0.09, 0.05, 0.09, 0.10, 0.09, -0.34, 0.01, -0.19, -0.06, -0.03, 0.14, 0.07, 0.09, 0.09, 0.09, 0.09, 0.08, -0.36, -0.01, -0.20, -0.06, -0.03, 0.13, 0.09, 0.09, 0.08, 0.06, 0.10, 0.09],
  "total_charge": 2,
  "homo_ev": -10.55,
  "mol_weight_g_mol": 1094.503,
  "max_force_ev_per_a": 2.24,
  "homo_lumo_gap_ev": 3.6,
  "e_lumo_ev": -6.9
}

***

For reference, energy by record: -25350.0558, -104912.2064 eV.